(1)
77
Properties=species:S:1:pos:R:3 method="wB97M-V/def2-TZVPD" total_charge=+1 homo_lumo_gap_ev=3.250 multiplicity=1 energy_ha=-2016.499075 homo_energy_ev=-11.19 mol_weight_g_mol=533.5
Be 4.134 -4.068 0.840
Be 1.111 -1.288 0.528
C -0.851 0.577 -1.518
O -1.024 -0.838 -1.194
O 0.262 0.753 -0.716
C -1.004 0.881 -2.965
F -2.255 1.245 -3.363
F -0.144 1.853 -3.361
F -0.700 -0.141 -3.667
C -2.297 -1.359 -1.710
C -2.352 -2.783 -1.188
H -2.693 -3.564 -1.868
H -1.371 -3.141 -0.875
H -3.013 -2.818 -0.322
H -2.389 -1.403 -2.795
H -3.211 -0.868 -1.377
H -1.619 1.164 -1.016
C 1.722 -3.340 -1.974
O 2.589 -2.989 -0.881
H 0.675 -3.155 -1.736
H 1.986 -2.856 -2.914
H 1.779 -4.425 -2.067
C 2.541 -2.259 3.667
O 2.772 -2.362 2.276
H 2.659 -3.251 4.103
H 3.185 -1.452 4.015
H 1.623 -1.789 4.021
C -2.032 3.954 -0.102
C -1.426 4.111 1.325
O -0.680 2.934 1.796
O -3.092 3.053 -0.113
H -1.320 3.616 -0.855
H -2.469 4.919 -0.355
H -2.154 4.283 2.119
H -0.718 4.938 1.267
H -1.232 2.160 1.930
H -3.384 2.818 -0.997
C 3.446 0.968 1.805
C 3.993 1.016 0.364
O 3.132 1.595 -0.506
O 2.032 0.972 1.752
H 3.752 1.892 2.295
H 3.860 0.119 2.349
H 4.042 0.058 -0.154
H 4.888 1.618 0.209
H 2.216 1.541 -0.224
H 1.768 1.091 2.667
C -5.003 1.501 2.107
C -3.842 0.549 2.141
O -2.555 1.002 1.856
O -5.471 1.712 0.779
H -4.684 2.506 2.384
H -5.847 1.132 2.690
H -3.962 -0.310 1.481
H -3.862 0.169 3.163
H -2.575 1.446 1.005
H -4.721 2.193 0.423
C -0.955 -3.495 2.436
C -1.629 -2.156 2.543
O -0.828 -1.014 2.300
O -0.220 -3.596 1.332
H -1.731 -4.250 2.555
H -0.325 -3.699 3.302
H -2.112 -1.989 3.506
H -2.352 -2.156 1.727
H -1.268 -0.202 2.562
H 0.097 -4.502 1.361
C 3.584 0.389 -3.977
C 3.685 1.878 -4.160
O 2.915 2.577 -3.081
O 4.123 -0.259 -5.133
H 2.497 0.352 -3.914
H 3.977 -0.044 -3.057
H 3.312 2.179 -5.139
H 4.733 2.166 -4.244
H 3.202 2.178 -2.257
H 5.080 -0.235 -5.206



(2)
69
Properties=species:S:1:pos:R:3 method="wB97M-V/def2-TZVPD" total_charge=0 smiles="COC(=O)OC.COC(=O)OC.CCO.CCO.CCO.CCO.CCO" homo_lumo_gap_ev=10.446 multiplicity=1 energy_ha=-1462.384179 homo_energy_ev=-9.95 mol_weight_g_mol=410.5 relative_energy_kcal_mol=0.0
C -2.034 4.946 2.500
O -0.979 4.342 1.683
C -0.911 4.855 0.469
O -1.706 5.600 -0.087
O 0.210 4.432 -0.090
C 0.404 4.835 -1.406
H -1.983 4.385 3.418
H -2.956 4.667 1.921
H -1.811 6.034 2.652
H -0.561 4.869 -1.946
H 1.000 4.091 -1.904
H 0.879 5.828 -1.494
C -1.141 -5.183 2.625
O 0.193 -5.567 2.133
C 0.720 -5.104 1.009
O 1.818 -5.440 0.614
O -0.108 -4.290 0.319
C 0.403 -3.883 -1.008
H -1.895 -5.389 1.750
H -1.079 -4.056 2.813
H -1.310 -5.803 3.504
H -0.350 -3.393 -1.576
H 0.697 -4.706 -1.603
H 1.145 -3.075 -0.927
C -1.542 -0.675 4.447
C -1.513 0.421 3.351
O -0.167 0.799 3.056
H -0.969 -0.203 5.225
H -1.024 -1.555 4.138
H -2.536 -0.825 4.836
H -2.018 1.286 3.758
H -2.000 0.032 2.463
H -0.207 1.490 2.386
C -2.756 -1.405 -5.518
C -1.451 -0.890 -4.784
O -1.283 -1.602 -3.559
H -3.633 -0.828 -5.229
H -2.835 -2.472 -5.355
H -2.618 -1.207 -6.616
H -1.550 0.173 -4.603
H -0.507 -1.057 -5.321
H -1.031 -0.941 -2.869
C 4.238 1.710 -2.648
C 3.053 2.094 -1.759
O 1.815 2.185 -2.556
H 4.273 2.485 -3.420
H 4.109 0.769 -3.113
H 5.144 1.791 -2.091
H 3.204 3.074 -1.226
H 2.941 1.408 -0.918
H 1.522 1.268 -2.512
C 1.844 -2.286 3.302
C 2.562 -1.769 2.064
O 1.708 -0.905 1.301
H 2.576 -2.830 3.837
H 0.954 -2.861 3.117
H 1.576 -1.397 3.959
H 2.759 -2.644 1.370
H 3.455 -1.193 2.362
H 1.168 -0.439 1.946
C -1.779 0.944 -1.369
C -0.548 0.719 -0.504
O 0.309 -0.148 -1.230
H -2.388 1.651 -0.863
H -2.294 -0.039 -1.508
H -1.392 1.380 -2.272
H -0.790 0.191 0.466
H -0.055 1.677 -0.274
H 1.031 -0.371 -0.635



(3)
76
Properties=species:S:1:pos:R:3 method="wB97M-V/def2-TZVPD" total_charge=-1 homo_lumo_gap_ev=3.340 multiplicity=1 energy_ha=-3826.376038 homo_energy_ev=-4.34 mol_weight_g_mol=605.6
O 1.653 -1.779 0.542
V 2.107 -0.263 0.769
O 1.454 0.618 -0.391
C -0.714 2.951 5.525
C -0.733 1.887 4.512
C -1.721 2.262 3.461
O 0.578 1.609 3.993
H -1.721 3.231 5.834
H -0.354 3.890 5.103
H -0.195 2.644 6.433
H -1.194 1.045 5.029
H -1.959 1.409 2.824
H -1.427 3.204 3.000
H -2.676 2.446 3.954
C 8.905 0.215 0.507
C 7.728 -0.457 1.205
C 8.168 -0.550 2.707
O 6.465 0.128 1.092
H 8.721 0.259 -0.567
H 9.864 -0.243 0.751
H 8.982 1.239 0.871
H 7.865 -1.499 0.918
H 7.335 -0.806 3.362
H 8.797 0.274 3.044
H 8.747 -1.466 2.825
C -2.632 -5.329 -2.274
O -1.212 -5.168 -2.067
H -3.139 -4.628 -1.610
H -2.851 -5.025 -3.298
H -2.954 -6.370 -2.255
H -0.709 -5.781 -1.527
O -2.882 -4.369 8.864
S -1.605 -4.394 8.087
O -0.661 -5.477 8.261
O -2.006 -4.344 6.484
C -0.953 -4.549 5.499
C -1.476 -5.764 4.664
C -0.716 -2.780 8.224
H 0.064 -4.606 5.886
H -0.847 -3.678 4.853
H -2.542 -5.952 4.540
H -1.032 -6.605 5.196
H -0.978 -5.643 3.702
H -0.217 -2.760 9.193
H -1.359 -1.926 8.017
H 0.139 -2.855 7.552
O -2.539 0.173 -7.852
S -3.541 0.113 -6.750
O -4.265 1.303 -6.369
O -4.588 -0.998 -7.130
C -5.781 -0.952 -6.378
C -6.638 -2.013 -7.114
C -2.726 -0.772 -5.352
H -6.320 -0.004 -6.375
H -5.679 -1.166 -5.314
H -7.668 -1.951 -6.762
H -6.384 -3.060 -6.947
H -6.707 -1.804 -8.181
H -2.152 -0.047 -4.775
H -2.125 -1.647 -5.599
H -3.574 -1.122 -4.764
O 1.454 8.582 -3.264
S 0.810 7.274 -3.162
O -0.610 7.216 -3.630
O 1.731 6.150 -3.962
C 1.031 5.103 -4.601
C 1.540 4.967 -6.041
C 1.012 6.607 -1.425
H -0.052 5.218 -4.642
H 1.255 4.143 -4.135
H 0.920 4.412 -6.746
H 2.568 4.606 -6.065
H 1.583 5.926 -6.556
H 0.876 5.529 -1.511
H 0.418 7.047 -0.624
H 2.043 6.923 -1.271



(4)
69
Properties=species:S:1:pos:R:3 method="wB97M-V/def2-TZVPD" total_charge=+1 homo_lumo_gap_ev="7.614 / 5.792" multiplicity=3 energy_ha=-2261.018354 homo_energy_ev="-9.61 / -12.53" mol_weight_g_mol=620.1 relative_energy_kcal_mol=0.0
O 1.771 3.826 0.851
O 4.080 3.717 0.604
C 0.629 4.631 0.401
C -0.575 3.841 -0.058
H 1.016 5.252 -0.419
H 0.374 5.284 1.237
H -0.302 2.990 -0.686
H -1.250 4.483 -0.636
H -1.148 3.489 0.800
C 1.450 2.934 1.940
C 1.865 3.627 3.200
H 1.998 2.004 1.753
H 0.391 2.668 1.920
H 2.925 3.911 3.185
H 1.698 2.958 4.041
H 1.255 4.527 3.342
C 5.273 2.882 1.108
C 4.415 5.120 0.193
C 4.833 1.527 1.583
H 5.729 3.492 1.905
H 5.922 2.820 0.222
H 4.108 1.543 2.402
H 5.707 1.002 1.991
H 4.466 0.877 0.787
C 4.172 5.925 1.449
H 3.735 5.357 -0.643
H 5.455 5.083 -0.171
H 3.113 5.836 1.749
H 4.415 6.970 1.253
H 4.810 5.553 2.265
H 3.209 3.885 1.150
Au 1.251 -0.214 -2.057
C 2.431 1.313 -1.704
Si 3.317 2.437 -2.927
H 3.193 1.084 -0.946
H 1.660 1.941 -1.215
C 2.418 4.057 -3.210
C 3.372 1.305 -4.373
C 5.086 2.863 -2.499
C 0.032 0.641 -3.512
Si -1.313 -0.639 -3.662
H 0.648 0.862 -4.395
H -0.259 1.599 -3.042
C -0.853 -1.791 -5.074
C -2.910 0.285 -4.049
C -1.585 -1.660 -2.101
H 5.628 2.744 -3.445
H 5.557 2.202 -1.769
H 5.225 3.897 -2.167
H 1.457 3.889 -3.717
H 3.043 4.668 -3.875
H 2.228 4.643 -2.298
H 2.845 0.374 -4.158
H 4.419 1.076 -4.598
H 2.930 1.772 -5.253
H -2.705 1.362 -4.116
H -3.660 0.117 -3.262
H -3.329 -0.052 -5.008
H -2.617 -1.526 -1.747
H -0.905 -1.383 -1.276
H -1.422 -2.728 -2.312
H -1.722 -1.955 -5.728
H -0.517 -2.766 -4.692
H -0.042 -1.354 -5.676
O 0.691 -2.185 0.998
Cl 1.484 -0.993 0.888
O 2.433 -0.835 1.962
O 2.304 -1.079 -0.429
O 0.643 0.198 0.778



(5)
81
Properties=species:S:1:pos:R:3 method="wB97M-V/def2-TZVPD" total_charge=+1 homo_lumo_gap_ev=2.441 multiplicity=1 energy_ha=-2836.023855 homo_energy_ev=-6.67 mol_weight_g_mol=610.0
Ca -0.803 -5.960 -3.254
N 4.878 -7.014 -0.319
O 5.347 -7.929 0.324
O 3.696 -7.066 -0.826
O 5.490 -5.941 -0.393
B -0.906 -2.491 -0.970
H -0.836 -1.582 -0.393
H -1.839 -2.474 -1.512
H -0.116 -2.504 -1.705
H -0.914 -3.373 -0.350
C 1.273 -4.637 5.918
C 1.991 -3.632 6.833
N 1.404 -2.360 6.709
C 1.100 -1.547 5.599
C 0.228 -0.467 5.928
N 0.204 -0.472 7.320
C 0.841 -1.664 7.754
C -0.478 0.504 8.152
H 1.562 -5.631 6.257
H 1.458 -4.512 4.851
H 0.183 -4.646 5.910
H 3.025 -3.526 6.502
H 2.049 -3.965 7.870
H 1.267 -1.808 4.564
H -0.339 0.201 5.296
H 1.001 -2.047 8.751
H -0.855 -0.105 8.973
H -1.286 0.918 7.547
H 0.292 1.243 8.374
C -4.967 5.884 -1.787
N -6.104 5.402 -0.755
C -5.641 5.568 0.735
C -7.347 6.393 -1.002
C -6.686 3.933 -1.005
C -5.682 2.833 -1.000
O -4.667 2.905 -1.990
H -4.951 6.969 -1.675
H -5.197 5.497 -2.780
H -3.975 5.587 -1.447
H -5.209 6.567 0.681
H -4.934 4.820 1.093
H -6.498 5.716 1.393
H -7.016 7.425 -1.118
H -7.898 6.323 -0.064
H -7.821 6.086 -1.934
H -7.114 3.845 -2.004
H -7.525 3.792 -0.325
H -6.299 1.939 -1.105
H -5.255 2.802 0.002
H -4.192 2.104 -1.758
C 5.547 3.258 -1.584
N 4.858 3.332 -2.991
C 3.309 3.279 -2.886
C 5.140 4.697 -3.553
C 5.293 2.364 -4.048
C 5.152 0.908 -3.741
O 6.065 0.565 -2.744
H 5.427 4.149 -0.968
H 6.585 3.196 -1.912
H 5.169 2.338 -1.137
H 3.187 3.903 -2.001
H 3.134 2.296 -2.449
H 2.767 3.585 -3.781
H 4.649 5.465 -2.955
H 5.053 4.799 -4.635
H 6.188 4.900 -3.333
H 6.345 2.552 -4.263
H 4.688 2.579 -4.929
H 5.340 0.287 -4.617
H 4.147 0.588 -3.467
H 5.797 -0.203 -2.235
B -3.814 -8.994 -0.608
F -4.707 -9.947 -0.840
F -2.609 -9.120 -1.208
F -4.281 -7.786 -0.981
F -3.610 -9.077 0.737
B 2.287 -6.342 -6.958
F 3.549 -6.434 -6.440
F 1.560 -5.245 -6.475
F 2.251 -6.375 -8.332
F 1.596 -7.416 -6.531



(6)
74
Properties=species:S:1:pos:R:3 method="wB97M-V/def2-TZVPD" total_charge=-1 homo_lumo_gap_ev=4.252 multiplicity=1 energy_ha=-2147.227935 homo_energy_ev=-3.57 mol_weight_g_mol=491.3
O 1.416 3.554 4.133
C 0.093 3.325 3.909
F -0.987 3.930 4.774
C -0.419 2.356 2.689
C 0.793 1.684 1.792
C 0.166 0.155 1.533
O 1.171 -0.316 0.566
B 1.422 0.901 -0.284
O 0.809 2.116 0.355
H -1.106 3.018 1.980
H -1.079 1.489 3.114
H 1.878 1.615 2.264
H -0.018 -0.446 2.528
H -0.773 0.419 0.885
H 2.614 0.912 -0.338
H 0.944 0.563 -1.313
O -1.677 -3.161 2.994
P -1.071 -4.076 4.087
N -0.019 -4.858 3.028
C -0.330 -5.888 2.064
C 1.128 -4.065 2.585
N -2.542 -4.849 4.457
C -3.042 -6.052 3.821
C -3.672 -3.920 4.613
N -0.375 -5.127 5.343
C 0.508 -4.356 6.224
C 0.154 -6.476 5.201
H 0.576 -6.457 1.815
H -0.741 -5.470 1.141
H -1.026 -6.634 2.438
H 1.990 -4.277 3.226
H 0.925 -2.992 2.643
H 1.421 -4.274 1.550
H -3.133 -5.931 2.735
H -4.034 -6.326 4.201
H -2.423 -6.918 4.043
H -4.112 -3.651 3.646
H -3.356 -2.997 5.111
H -4.458 -4.359 5.240
H 1.474 -4.176 5.756
H 0.664 -4.870 7.181
H 0.058 -3.386 6.456
H 1.155 -6.487 4.753
H -0.488 -7.129 4.610
H 0.228 -6.956 6.183
O 0.123 2.224 -3.954
P -0.031 3.617 -4.613
N 0.888 3.219 -5.968
C 2.326 3.114 -6.069
C 0.237 2.325 -6.926
N 0.742 4.458 -3.352
C 2.164 4.728 -3.269
C 0.282 4.061 -2.011
N -0.209 5.218 -5.371
C -1.567 5.389 -5.894
C 0.729 5.914 -6.240
H 2.639 3.226 -7.116
H 2.690 2.152 -5.699
H 2.854 3.904 -5.541
H -0.239 2.916 -7.714
H -0.537 1.716 -6.450
H 0.934 1.627 -7.405
H 2.756 3.805 -3.304
H 2.423 5.244 -2.336
H 2.496 5.406 -4.050
H 0.792 3.158 -1.659
H -0.797 3.866 -2.008
H 0.454 4.863 -1.283
H -1.695 4.863 -6.839
H -1.808 6.450 -6.040
H -2.299 4.994 -5.184
H 0.721 5.521 -7.264
H 1.756 5.886 -5.876
H 0.471 6.978 -6.295